No. 1
ORCA calculation (wB97M-V/def2-TZVPD) on one molecule with the formula C11H12ClN5OS3 in a non-equilibrium geometry.

The geometry in ORCA input format:
```
! RIJCOSX wB97M-V def2-TZVPD def2/J DEFGRID3
* xyz 0 1
C 1.828 0.411 -6.546
C 2.111 -0.917 -5.855
C 1.654 -0.879 -4.406
S 2.010 -2.488 -3.598
C 1.416 -2.177 -2.011
N 1.469 -3.060 -1.070
N 0.967 -2.648 0.081
C 0.520 -1.438 0.046
N -0.041 -0.795 1.108
C -0.501 0.483 1.020
O -0.443 1.133 -0.004
C -1.070 0.968 2.313
N -1.033 0.100 3.317
C -1.524 0.476 4.490
S -1.448 -0.694 5.763
C -2.209 0.253 7.112
N -2.061 1.668 4.753
C -2.105 2.535 3.768
C -1.616 2.246 2.491
Cl -1.698 3.413 1.245
S 0.684 -0.642 -1.507
H 2.158 0.375 -7.581
H 2.351 1.223 -6.045
H 0.762 0.630 -6.533
H 3.181 -1.132 -5.889
H 1.592 -1.724 -6.375
H 2.182 -0.105 -3.848
H 0.579 -0.705 -4.338
H -0.123 -1.275 1.999
H -3.221 0.521 6.831
H -2.209 -0.398 7.981
H -1.620 1.144 7.298
H -2.543 3.498 3.993
*
```

## Properties
* HOMO level: -8.175 eV
* Kohn-Sham gap: 7.41 eV
* SMILES: CCCSc1nnc(NC(=O)c2nc(SC)ncc2Cl)s1

No. 2
ORCA calculation (wB97M-V/def2-TZVPD) on a 2-piece molecular cluster, C11H12ClNO overall in a non-equilibrium geometry.

The geometry in ORCA input format:
```
! RIJCOSX wB97M-V def2-TZVPD def2/J DEFGRID3
* xyz 0 1
C -0.117 -2.400 0.086
C 2.085 1.767 1.955
C 1.365 0.692 2.537
C 2.451 1.669 0.581
C 0.936 -0.334 1.752
C 1.910 0.713 -0.253
C 1.195 -0.310 0.384
C -2.107 0.418 0.281
C -2.209 -0.592 -2.090
C 0.725 -1.438 -0.455
C -1.374 0.178 -1.073
N -0.884 -3.176 0.466
O 1.109 -1.477 -1.772
Cl -0.579 1.481 -1.880
H 2.199 2.671 2.511
H 1.082 0.866 3.674
H 2.947 2.434 0.158
H 0.574 -1.249 2.182
H 2.161 0.603 -1.325
H -2.634 1.321 0.255
H -1.274 0.447 1.000
H -2.785 -0.425 0.385
H -1.660 -0.819 -3.091
H -2.535 -1.482 -1.646
H -3.024 0.098 -2.174
H 0.444 -1.657 -2.446
*
```

## Properties
* HOMO level (alpha / beta): -8.027 / -7.677 eV
* Kohn-Sham gap (alpha / beta): 7.08 / 7.69 eV

No. 3
ORCA calculation (wB97M-V/def2-TZVPD) on one molecule with the formula C11H12FI in a non-equilibrium geometry.

The geometry in ORCA input format:
```
! RIJCOSX wB97M-V def2-TZVPD def2/J DEFGRID3
* xyz 0 1
C 0.055 -0.152 1.357
C 0.158 1.698 -0.195
C 0.476 -1.069 0.418
C 0.535 0.828 -1.160
C -0.019 1.242 1.125
C 0.685 -0.539 -0.901
C -0.439 -3.098 -1.839
C 0.780 -2.721 -2.102
C -1.839 1.927 2.605
C -0.416 2.116 2.266
C 1.233 -1.342 -1.941
F 1.911 -0.059 -4.504
I 3.033 -0.880 -2.690
H -0.357 -0.355 2.386
H 0.045 2.757 -0.534
H 0.406 -2.082 0.494
H 0.658 1.121 -2.189
H -0.651 -4.212 -1.994
H -1.136 -2.502 -1.116
H 1.397 -3.368 -2.617
H -2.340 2.102 1.744
H -2.039 2.568 3.361
H -1.971 0.921 2.882
H 0.160 1.977 3.170
H -0.321 3.123 1.973
*
```

## Properties
* HOMO level (alpha / beta): -8.013 / -8.708 eV
* Kohn-Sham gap (alpha / beta): 6.49 / 7.43 eV

No. 4
ORCA calculation (wB97M-V/def2-TZVPD) on one molecule with the formula C11H12FN.

The geometry in ORCA input format:
```
! RIJCOSX wB97M-V def2-TZVPD def2/J DEFGRID3
* xyz 0 1
F -5.147 -0.058 0.029
C -3.794 -0.044 0.010
C -3.118 -1.203 0.367
C -1.721 -1.186 0.342
C -1.012 -0.036 -0.014
C 0.485 -0.053 -0.053
C 1.154 -1.119 -0.491
C 2.670 -1.216 -0.470
N 3.322 -0.175 0.326
C 2.703 1.118 0.094
C 1.221 1.153 0.464
C -1.741 1.095 -0.366
C -3.126 1.115 -0.361
H -3.681 -2.082 0.663
H -1.156 -2.057 0.662
H 0.618 -1.935 -0.916
H 3.029 -1.174 -1.502
H 2.967 -2.186 -0.078
H 3.218 -0.427 1.302
H 2.828 1.356 -0.970
H 3.269 1.833 0.663
H 0.793 2.068 0.057
H 1.119 1.228 1.541
H -1.220 1.988 -0.665
H -3.678 1.998 -0.631
*
```

## Properties
* HOMO level: -8.595 eV
* Kohn-Sham gap: 9.47 eV
* SMILES: Fc1ccc(C2=CCNCC2)cc1

No. 5
ORCA calculation (wB97M-V/def2-TZVPD) on an isolated ion of composition C11H12IN2S and charge +1 in a non-equilibrium geometry.

The geometry in ORCA input format:
```
! RIJCOSX wB97M-V def2-TZVPD def2/J DEFGRID3
* xyz 1 1
C -1.765 3.110 0.204
C -0.612 3.390 -0.529
C -2.055 1.867 0.760
C 0.391 2.396 -0.642
C -1.158 0.843 0.599
C 0.008 1.102 -0.121
C -0.002 -0.973 0.695
C 2.010 -2.079 -0.382
C 1.941 -0.550 -0.581
C 1.879 -2.817 -1.671
C -2.204 -1.038 1.869
N -1.170 -0.460 1.046
N 0.718 -0.147 -0.006
S 0.757 -2.534 0.818
I 3.689 0.612 -0.106
H -2.631 3.897 0.234
H -0.436 4.335 -0.810
H -2.924 1.691 1.264
H 1.186 2.596 -1.229
H 2.976 -2.320 0.105
H 1.835 -0.253 -1.637
H 0.915 -2.462 -2.015
H 1.639 -3.926 -1.727
H 2.773 -2.541 -2.346
H -3.221 -1.227 1.327
H -1.976 -2.112 2.097
H -2.562 -0.399 2.785
*
```

## Properties
* HOMO level: -12.521 eV
* Kohn-Sham gap: 9.13 eV

No. 6
ORCA calculation (wB97M-V/def2-TZVPD) on C11H12LiO5S as an isolated structure in a non-equilibrium geometry.

The geometry in ORCA input format:
```
! RIJCOSX wB97M-V def2-TZVPD def2/J DEFGRID3
* xyz 1 1
C -2.851 0.416 1.272
C -2.183 -0.667 0.744
C -1.227 -1.588 1.512
O -1.187 -2.796 0.654
S 0.180 -2.759 -0.182
O -0.103 -1.892 -1.274
O 0.798 -3.996 -0.445
O 1.147 -2.065 0.937
C 0.270 -1.211 1.688
C 0.686 0.285 1.804
O 1.764 0.644 0.939
C 1.302 1.039 -0.331
C 1.674 0.392 -1.531
C 1.166 0.791 -2.752
C 0.280 1.842 -2.829
C -0.069 2.507 -1.676
C 0.435 2.108 -0.461
H -3.931 0.446 1.434
H -2.292 1.323 1.537
H -2.316 -0.897 -0.318
H -1.669 -1.992 2.421
H 0.472 -1.570 2.711
H -0.212 0.897 1.673
H 1.028 0.474 2.825
H 2.373 -0.458 -1.546
H 1.476 0.260 -3.648
H -0.148 2.150 -3.778
H -0.741 3.361 -1.678
H 0.177 2.619 0.467
Li 3.700 0.332 -0.170
*
```

## Properties
* HOMO level: -11.235 eV
* Kohn-Sham gap: 6.95 eV

No. 7
ORCA calculation (wB97M-V/def2-TZVPD) on one molecule with the formula C11H12N2O2 in a non-equilibrium geometry.

The geometry in ORCA input format:
```
! RIJCOSX wB97M-V def2-TZVPD def2/J DEFGRID3
* xyz 0 1
C 4.417 -0.408 -0.388
C 3.592 0.758 0.479
C 2.093 0.150 0.744
N 1.163 1.124 1.496
C -0.186 0.928 0.773
C -0.925 2.115 -0.118
C -2.370 1.768 -0.885
C -2.930 0.239 -0.689
C -2.233 -0.971 0.169
C -0.825 -0.609 0.929
C -3.070 -2.385 0.100
O -2.876 -3.540 0.757
N -4.116 -2.039 -0.980
C -4.268 -0.534 -1.237
O -5.382 -0.059 -1.844
H 4.827 -1.202 0.374
H 5.242 0.050 -1.089
H 3.582 -0.933 -1.058
H 3.510 1.680 -0.264
H 4.160 1.044 1.465
H 1.634 -0.090 -0.331
H 2.116 -0.879 1.326
H 1.498 2.108 1.396
H -0.412 3.167 -0.203
H -2.968 2.540 -1.533
H -0.262 -1.449 1.548
H -5.010 -2.576 -0.936
*
```

## Properties
* HOMO level: -8.837 eV
* Kohn-Sham gap: 7.43 eV
* SMILES: CCCNc1ccc2c(c1)C(=O)NC2=O

No. 8
ORCA calculation (wB97M-V/def2-TZVPD) on one molecule with the formula C11H12NO2P in a non-equilibrium geometry.

The geometry in ORCA input format:
```
! RIJCOSX wB97M-V def2-TZVPD def2/J DEFGRID3
* xyz 0 1
H -3.918 1.479 0.037
P -4.055 0.152 -0.271
C -2.396 -0.239 -0.174
N -1.472 0.671 0.245
C -0.143 0.520 0.530
C 0.601 1.699 0.794
C 1.944 1.682 0.959
C 2.709 0.481 0.808
O 4.110 0.411 0.993
C 4.759 1.625 1.311
C 2.033 -0.657 0.537
C 0.620 -0.650 0.382
O -1.994 -1.497 -0.278
C -2.774 -2.464 -0.895
C -3.474 -2.291 -1.973
C -4.032 -2.199 -3.113
H -1.980 1.483 0.518
H -0.071 2.560 1.102
H 2.604 2.531 1.172
H 5.612 1.189 1.900
H 4.323 2.278 2.109
H 5.353 2.206 0.469
H 2.551 -1.577 0.620
H 0.284 -1.604 0.066
H -2.774 -3.499 -0.540
H -3.347 -2.198 -3.980
H -5.074 -2.094 -3.331
*
```

## Properties
* HOMO level: -7.175 eV
* Kohn-Sham gap: 7.89 eV
* SMILES: [H]/P=C(\Nc1ccc(OC)cc1)OC=C=C

No. 9
ORCA calculation (wB97M-V/def2-TZVPD) on C11H13BrGaO as an isolated structure in a non-equilibrium geometry.

The geometry in ORCA input format:
```
! RIJCOSX wB97M-V def2-TZVPD def2/J DEFGRID3
* xyz -1 1
C -1.718 -0.764 0.453
C -1.904 -1.316 1.799
C -2.230 -0.229 2.667
H -1.993 -2.378 2.001
C -2.324 0.943 1.886
C -2.019 0.644 0.547
H -2.077 1.323 -0.307
H -1.677 -1.342 -0.467
H -2.464 -0.306 3.727
H -2.625 1.920 2.273
Ga 0.293 -0.611 1.354
Br 1.706 -0.690 -0.359
C 2.627 0.669 -3.095
C 1.555 1.465 -3.594
C 0.564 0.583 -4.141
H 1.506 2.556 -3.575
C 1.030 -0.759 -3.982
C 2.303 -0.713 -3.335
H 2.921 -1.576 -3.074
H 3.532 1.038 -2.609
H -0.374 0.887 -4.612
H 0.516 -1.666 -4.306
C 0.553 0.053 4.197
O 0.993 0.105 2.860
H 1.412 0.227 4.862
H 0.076 -0.911 4.444
H -0.180 0.852 4.387
*
```

## Properties
* HOMO level: -2.491 eV
* Kohn-Sham gap: 5.02 eV

Calculated electronic energy (eV), listed in the same order as above: -66127.88301; -27657.75719; -22415.03841; -15808.87380; -33510.62884; -32868.39749; -18665.48290; -26470.24716; -136083.69207